Entry from OMol25: 9 unconnected molecules or ions with the total composition C51H121O28P (the ωB97M-V functional and the def2-TZVPD basis).

Last column: Mulliken charge in e.
Atoms and positions in Å:
C  -0.0331  0.7420  -3.0360  -0.12
O  0.3197  0.9848  -1.6867  0.34
P  -0.3842  0.2828  -0.4182  0.04
O  -1.8300  -0.0679  -0.6154  -0.77
O  0.4684  -1.0578  -0.1695  -0.03
C  0.4739  -2.0932  -1.1307  -0.83
O  0.0094  1.2269  0.8368  0.62
C  -0.3410  2.6198  0.9683  -0.43
H  -0.2252  1.7144  -3.4894  -0.19
H  -0.9493  0.1557  -3.1064  0.09
H  0.7396  0.1981  -3.5792  0.08
H  -0.3650  -2.0265  -1.8235  0.36
H  0.3196  -3.0406  -0.6143  -0.01
H  1.4248  -2.1621  -1.6590  0.40
H  -1.3900  2.9148  0.9951  0.24
H  -0.0619  3.1813  0.0767  -0.40
H  0.1245  3.1459  1.8018  0.43
C  4.6215  -4.3493  -3.0270  0.01
O  4.1659  -4.6597  -4.3893  -0.51
C  3.3422  -3.6327  -4.9442  -0.40
C  3.6817  -2.1531  -4.7820  -0.77
O  3.3733  -1.6665  -3.4896  0.04
C  4.1359  -0.5014  -2.9727  -0.25
C  5.6842  -0.4114  -2.9709  -1.03
O  6.2214  -1.5277  -2.3377  0.12
C  7.6084  -1.4809  -2.0158  -0.96
H  5.1385  -5.1158  -2.4496  0.35
H  3.7735  -3.9555  -2.4666  -0.29
H  5.3690  -3.5708  -3.1796  0.18
H  2.3604  -3.7641  -4.4894  -0.03
H  3.2121  -3.9279  -5.9853  0.44
H  3.2505  -1.5819  -5.6041  0.41
H  4.7353  -2.0546  -5.0434  0.36
H  3.7232  -0.1133  -2.0415  0.01
H  3.7351  0.1998  -3.7047  0.43
H  5.9532  0.5268  -2.4856  0.56
H  6.0523  -0.2967  -3.9904  0.45
H  7.7690  -0.9431  -1.0814  0.23
H  8.1637  -1.0194  -2.8323  0.39
H  8.0035  -2.4894  -1.8932  0.27
C  -7.0654  -5.8523  -8.3487  -0.80
O  -6.3359  -4.8633  -7.6907  -0.30
C  -6.2240  -3.6750  -8.3795  -0.65
C  -5.6888  -2.4621  -7.4860  -0.53
O  -6.6545  -2.0773  -6.4812  -0.35
C  -6.6890  -0.7303  -6.1136  -0.82
C  -5.4695  -0.0666  -5.4489  -0.31
O  -5.0422  -0.7805  -4.3639  -0.35
C  -3.7641  -0.3923  -3.8652  -0.87
H  -7.1430  -6.6917  -7.6577  0.27
H  -6.6080  -6.2386  -9.2596  0.31
H  -8.1109  -5.5981  -8.5231  0.34
H  -7.1694  -3.4441  -8.8704  0.35
H  -5.5301  -3.8296  -9.2057  0.37
H  -5.5226  -1.5744  -8.0963  0.45
H  -4.7165  -2.5898  -7.0102  0.32
H  -7.5352  -0.6379  -5.4328  0.38
H  -7.0572  -0.1208  -6.9388  0.45
H  -5.6179  1.0021  -5.2940  0.38
H  -4.7137  -0.1892  -6.2247  0.29
H  -3.9012  0.5256  -3.2935  0.36
H  -2.9683  -0.2526  -4.5968  0.37
H  -3.3525  -1.0750  -3.1218  0.32
C  -2.1233  -0.6497  2.6672  -0.17
O  -2.4939  -0.6420  4.0134  -0.49
C  -1.4543  -0.0667  4.7865  0.85
C  -1.7774  -0.3157  6.2848  -1.26
O  -2.8900  0.3640  6.7554  -0.13
C  -3.2043  0.1604  8.1563  -0.76
C  -4.1574  1.2271  8.5440  -0.22
O  -5.4287  1.0904  7.8535  -0.32
C  -6.3860  2.0759  8.2791  -0.37
H  -2.0589  0.3794  2.3138  0.04
H  -2.9026  -1.1025  2.0543  0.32
H  -1.1963  -1.1703  2.4268  0.07
H  -1.2939  0.9824  4.5377  0.08
H  -0.5085  -0.5611  4.5649  -0.24
H  -0.9431  0.0128  6.9045  0.44
H  -1.8638  -1.3850  6.4775  0.40
H  -2.2713  0.2944  8.7036  0.38
H  -3.6339  -0.8146  8.3864  0.33
H  -3.7998  2.2384  8.3506  0.14
H  -4.3009  1.1039  9.6175  0.42
H  -7.2851  2.0486  7.6636  0.30
H  -6.0367  3.0911  8.0906  -0.10
H  -6.6300  2.0546  9.3412  0.33
C  5.7492  -3.4994  0.8839  -0.42
O  4.8836  -4.4920  0.3580  -0.44
C  3.5148  -3.9749  0.4156  -0.01
C  2.7328  -4.1702  1.7319  -0.75
O  3.1529  -3.2333  2.7374  -0.08
C  2.2639  -3.2129  3.8394  -0.63
C  2.6104  -1.9574  4.6809  -0.69
O  1.8318  -0.8159  4.3362  -0.52
C  2.1810  -0.3506  3.0803  -0.58
H  5.8638  -2.6130  0.2600  0.00
H  6.7105  -3.9852  1.0509  0.35
H  5.4635  -3.1128  1.8622  0.19
H  2.9990  -4.5947  -0.3178  0.16
H  3.4381  -2.9153  0.1716  0.23
H  2.8321  -5.2206  2.0056  0.41
H  1.6783  -4.0680  1.4756  0.32
H  2.4192  -4.1364  4.3972  0.40
H  1.2034  -3.2404  3.5894  0.41
H  3.6505  -1.6493  4.7870  0.33
H  2.3710  -2.3302  5.6768  0.46
H  1.4765  -0.6854  2.3189  0.02
H  3.1946  -0.6115  2.7761  0.42
H  2.0462  0.7307  3.1069  0.34
C  3.2423  -12.4002  -1.5963  -0.79
O  2.4773  -11.1968  -1.5331  -0.28
C  1.5508  -11.1701  -2.6089  -0.61
C  0.7732  -9.8391  -2.4703  -0.30
O  0.1165  -9.7065  -1.1988  -0.35
C  -0.7053  -8.5441  -1.0167  -0.80
C  0.0108  -7.2176  -1.0419  -0.30
O  0.4023  -6.7853  -2.4159  -0.48
C  1.1584  -5.5995  -2.5163  0.05
H  2.5318  -13.2064  -1.7786  0.33
H  3.6227  -12.6288  -0.6007  0.26
H  4.0942  -12.4850  -2.2709  0.28
H  0.9166  -12.0523  -2.5219  0.41
H  2.0596  -11.2141  -3.5719  0.36
H  -0.0428  -9.7743  -3.1900  0.35
H  1.4582  -9.0083  -2.6396  0.17
H  -1.2665  -8.7026  -0.0958  0.34
H  -1.3713  -8.5365  -1.8795  0.33
H  0.8271  -7.3212  -0.3271  0.27
H  -0.5245  -6.3816  -0.5918  0.51
H  2.2387  -5.7445  -2.5013  0.34
H  0.8910  -4.8489  -1.7726  -0.23
H  0.9568  -5.1939  -3.5076  0.22
C  5.6562  1.3924  0.6629  -0.72
O  5.1083  2.2248  -0.3038  -0.35
C  3.8895  2.8496  0.1044  -0.85
C  3.0453  3.1954  -1.1224  1.17
O  3.5442  4.3380  -1.8042  -0.50
C  3.4176  4.3468  -3.2357  -0.92
C  1.9357  4.5138  -3.6719  0.89
O  1.7359  4.1258  -5.0531  -0.54
C  0.4341  4.5044  -5.5284  -0.54
H  6.6669  1.1145  0.3641  0.18
H  5.0029  0.5222  0.7270  0.22
H  5.7232  1.9070  1.6214  0.40
H  4.1457  3.7475  0.6669  0.49
H  3.2931  2.2959  0.8295  0.22
H  2.0305  3.4678  -0.8324  -0.38
H  3.0220  2.3420  -1.8001  0.17
H  3.9129  3.5141  -3.7352  0.29
H  4.0596  5.2046  -3.4359  0.36
H  1.8012  5.5952  -3.6445  -0.07
H  1.2387  4.0328  -2.9857  -0.07
H  0.3107  4.3186  -6.5953  0.34
H  0.3473  5.5901  -5.4857  0.26
H  -0.3493  4.0067  -4.9568  0.11
C  -1.3620  3.5334  6.3354  -0.86
O  -1.1725  3.8784  5.0002  -0.35
C  -2.3734  4.3510  4.2942  -0.25
C  -2.9138  5.7035  4.8615  -0.81
O  -3.5122  5.5617  6.1139  -0.01
C  -4.1067  6.7717  6.6064  -0.59
C  -4.8409  6.4989  7.9804  -0.57
O  -3.9966  6.2796  9.0926  -0.29
C  -3.3895  7.4150  9.6344  -0.83
H  -2.3172  3.0783  6.5972  0.24
H  -1.1760  4.4176  6.9451  0.40
H  -0.7067  2.7688  6.7524  0.32
H  -3.1214  3.5637  4.2013  0.33
H  -1.9903  4.6920  3.3324  0.17
H  -3.7216  6.1052  4.2498  0.44
H  -2.0941  6.4080  5.0026  0.34
H  -4.7925  7.0843  5.8189  0.39
H  -3.3276  7.5239  6.7299  0.37
H  -5.4958  5.6421  7.8221  0.14
H  -5.4716  7.3446  8.2545  0.45
H  -4.0782  8.2516  9.7522  0.35
H  -2.4306  7.6987  9.2008  0.28
H  -3.0851  7.2423  10.6667  0.28
C  0.6729  7.1464  2.1330  -0.26
O  1.9961  7.4339  1.6077  -0.53
C  2.3649  6.7826  0.3948  -0.47
C  1.6121  7.1835  -0.9111  -0.55
O  0.2836  6.4858  -1.0288  -0.02
C  -0.4649  7.0050  -2.0968  -0.63
C  -1.7638  6.2080  -2.1645  -0.85
O  -1.4874  4.9147  -2.5579  -0.04
C  -2.6229  4.0052  -2.3179  -0.67
H  0.3994  6.1501  1.7855  -0.05
H  -0.0772  7.8785  1.8339  0.26
H  0.5860  7.1238  3.2193  0.27
H  2.3627  5.7299  0.6777  0.26
H  3.4046  7.1035  0.3300  0.35
H  2.2713  6.9617  -1.7504  0.31
H  1.5386  8.2685  -0.9861  0.48
H  0.0723  6.9794  -3.0449  0.26
H  -0.7341  8.0571  -2.0043  0.39
H  -2.4063  6.6776  -2.9094  0.43
H  -2.3634  6.3943  -1.2735  0.44
H  -2.3484  3.0036  -2.6488  -0.03
H  -3.5081  4.2862  -2.8884  0.38
H  -2.8229  3.9206  -1.2497  0.32

Kohn-Sham gap = 9.615 eV

---

Entry from OMol25: a molecular structure, C51H126N2O17Y (the ωB97M-V functional and the def2-TZVPD basis).

Last column: Mulliken charge in e.
Atoms and positions in Å:
Y  -0.4027  -1.3767  -3.6219  0.92
C  -2.1301  2.3002  0.3198  -0.35
C  -0.7634  2.0546  -0.4296  2.15
C  0.3591  2.8781  0.2890  -0.77
C  0.8672  2.3184  1.5974  0.22
C  1.2732  0.8824  1.4744  -0.19
C  0.1189  -0.0577  0.7507  1.40
N  -0.3802  0.6193  -0.4494  0.34
O  -0.9195  -0.2006  -1.5498  0.80
C  -1.0603  -0.4068  1.7063  -0.75
C  0.8290  -1.4187  0.4782  -0.25
C  -0.7718  2.6847  -1.8353  -1.49
H  -1.9585  2.3620  1.3944  -0.74
H  -2.8728  1.5247  0.1317  -0.75
H  -2.5348  3.2513  -0.0262  0.92
H  -0.0053  3.8847  0.4945  0.14
H  1.2121  3.0547  -0.3662  -0.01
H  0.0716  2.3771  2.3402  -1.31
H  1.7785  2.7996  1.9524  0.68
H  1.5647  0.4743  2.4422  0.76
H  2.1962  0.7311  0.9147  -0.69
H  -1.8907  -0.8661  1.1700  -0.71
H  -1.4561  0.4782  2.2044  -0.39
H  -0.6612  -1.0955  2.4510  0.67
H  1.1944  -1.8951  1.3879  0.41
H  1.7005  -1.3150  -0.1682  -0.52
H  0.1000  -2.1376  0.1042  -0.54
H  0.1501  2.4987  -2.3863  -0.25
H  -0.8669  3.7705  -1.8252  0.41
H  -1.5806  2.3153  -2.4658  -0.08
C  -3.7629  -2.9235  -1.4730  -1.79
C  -2.8989  -4.2088  -1.1805  1.73
C  -3.9940  -5.3673  -1.3021  -1.24
C  -3.3747  -6.7509  -1.3898  -0.81
C  -2.3802  -6.9095  -2.5662  -1.21
C  -1.2261  -5.8047  -2.4615  1.45
N  -1.8595  -4.4296  -2.2961  -0.50
O  -0.8589  -3.3819  -2.3677  1.52
C  -0.4725  -5.8471  -3.8570  -1.61
C  -0.2024  -6.2384  -1.4026  -1.68
C  -2.2456  -4.1744  0.2248  -1.39
H  -4.5623  -2.8245  -0.7387  0.61
H  -4.1496  -2.9623  -2.4913  0.32
H  -3.2181  -1.9801  -1.4383  -0.18
H  -4.6728  -5.1924  -2.1368  0.39
H  -4.5993  -5.3499  -0.3957  0.43
H  -4.2290  -7.3902  -1.6125  0.48
H  -3.0115  -7.2196  -0.4751  0.35
H  -2.9097  -6.7295  -3.5017  0.41
H  -2.0927  -7.9577  -2.6491  0.43
H  0.5305  -5.4229  -3.9045  0.03
H  -1.0562  -5.2950  -4.5937  0.28
H  -0.4559  -6.8805  -4.2031  0.50
H  -0.6375  -6.5758  -0.4618  0.29
H  0.4650  -5.4327  -1.0969  0.08
H  0.4382  -7.0358  -1.7792  0.52
H  -2.4435  -3.2248  0.7220  0.33
H  -1.1587  -4.2563  0.2176  0.10
H  -2.6487  -4.8941  0.9373  0.32
C  -6.5971  1.2093  4.2194  -1.46
C  -5.3261  1.9580  4.3328  0.67
C  -4.6018  1.9327  3.0032  -0.46
O  -5.5320  3.3487  4.7465  -0.58
H  -7.0372  0.9713  5.1878  0.35
H  -6.4565  0.2310  3.7598  0.34
H  -7.3046  1.7290  3.5733  0.34
H  -4.6203  1.4421  4.9838  0.07
H  -5.1163  2.5354  2.2549  0.66
H  -4.3618  0.9281  2.6550  0.13
H  -3.5584  2.2303  3.1083  -0.55
H  -5.9787  3.8128  4.0348  0.40
C  6.6200  3.4757  -0.2076  -1.63
C  5.5472  2.4528  0.1502  0.49
C  4.1748  3.1855  0.1803  -0.68
O  5.5732  1.3625  -0.7493  -0.59
H  7.6256  3.0858  -0.0501  0.36
H  6.6290  4.4049  0.3622  0.41
H  6.4176  3.8537  -1.2097  0.40
H  5.6498  1.9591  1.1165  0.31
H  4.1317  3.9610  0.9450  0.57
H  3.4109  2.4204  0.3182  -0.45
H  3.9361  3.6775  -0.7626  0.22
H  5.5078  1.7951  -1.6038  0.33
C  6.9566  -1.0386  2.2602  -1.66
C  5.8396  -1.4890  1.3607  0.47
C  4.4391  -0.9535  1.7053  -0.30
O  6.2037  -1.1456  0.0015  -0.60
H  6.7040  -1.2364  3.3019  0.38
H  7.3312  -0.0257  2.1125  0.27
H  7.8403  -1.5998  1.9564  0.41
H  5.7842  -2.5663  1.5168  0.38
H  4.4637  0.1360  1.6822  0.09
H  4.0106  -1.2723  2.6555  0.42
H  3.7172  -1.2594  0.9481  -0.23
H  5.9967  -0.2176  -0.1312  0.56
C  1.2066  5.6744  -2.6832  -1.18
C  1.2481  6.5513  -1.4347  0.47
C  2.2088  6.1714  -0.3113  -0.90
O  1.6425  7.8549  -1.8912  -0.58
H  2.0196  5.7778  -3.4018  0.49
H  0.3276  5.8938  -3.2893  0.40
H  1.1341  4.6568  -2.2993  0.21
H  0.2615  6.6018  -0.9741  0.15
H  3.2451  6.0526  -0.6276  0.26
H  1.8212  5.2636  0.1511  -0.06
H  2.1985  6.8577  0.5355  0.54
H  1.5136  8.3928  -1.1065  0.36
C  -1.7479  1.5177  5.4253  -1.03
C  -0.2956  1.1741  5.6691  0.75
C  0.5913  2.3609  5.3606  -1.10
O  -0.0334  0.6998  6.9071  -0.61
H  -2.2679  1.9836  6.2623  0.50
H  -2.3426  0.6197  5.2572  0.45
H  -1.9760  2.1819  4.5917  -0.18
H  -0.2802  0.4222  4.8801  0.03
H  0.3420  2.7479  4.3726  0.27
H  1.6533  2.1361  5.4591  0.41
H  0.3099  3.1386  6.0706  0.23
H  -0.5418  -0.1137  6.9446  0.41
C  -1.1065  5.2722  2.8762  -0.77
C  -1.8200  5.8619  4.0878  0.54
C  -0.8508  6.0064  5.3098  -0.93
O  -2.3657  7.1004  3.6317  -0.56
H  -1.5733  5.2543  1.8914  0.43
H  -1.0630  4.2077  3.1068  -0.24
H  -0.0899  5.5588  2.6072  0.37
H  -2.6627  5.2096  4.3168  0.07
H  -0.4449  5.0584  5.6628  -0.07
H  -1.3342  6.3526  6.2234  0.46
H  0.0169  6.6202  5.0680  0.36
H  -2.4634  7.6679  4.3998  0.36
C  -4.8311  1.1295  -1.8287  -0.43
C  -5.9527  0.2154  -1.2973  0.70
C  -5.8450  -0.0626  0.1996  -1.22
O  -7.2224  0.7927  -1.5169  -0.59
H  -3.8412  0.8146  -1.4983  -0.49
H  -4.8222  2.0998  -1.3322  0.50
H  -4.9126  1.3256  -2.8978  0.48
H  -5.9868  -0.7723  -1.7570  -0.06
H  -6.7189  -0.5999  0.5679  0.51
H  -5.9070  0.8312  0.8205  0.20
H  -4.9436  -0.6153  0.4646  0.18
H  -7.3554  0.9283  -2.4579  0.38
C  2.8172  -3.9594  3.5366  -0.51
C  2.7488  -4.8853  4.7750  0.22
C  2.1673  -6.2513  4.5201  -1.48
O  4.0890  -5.1535  5.2039  -0.59
H  1.8635  -3.9572  3.0087  0.21
H  3.4870  -4.4113  2.8050  0.12
H  3.0722  -2.9390  3.8226  0.24
H  2.1848  -4.3843  5.5618  0.36
H  1.0957  -6.0908  4.4017  0.37
H  2.3040  -6.9468  5.3481  0.40
H  2.5452  -6.7001  3.6015  0.36
H  4.4440  -5.9485  4.7994  0.34
C  3.5373  -3.8343  -0.4720  -0.10
C  4.1819  -4.4529  -1.7643  0.35
C  4.1921  -6.0053  -1.8318  -1.31
O  3.4274  -4.0088  -2.9142  -0.41
H  3.1241  -2.8519  -0.7007  -0.62
H  4.2784  -3.7102  0.3176  0.22
H  2.7366  -4.3508  0.0574  0.30
H  5.1860  -4.0298  -1.7937  0.32
H  4.6866  -6.3224  -0.9137  0.37
H  4.7335  -6.5126  -2.6304  0.42
H  3.1603  -6.3536  -1.7853  0.19
H  3.9373  -4.1361  -3.7177  0.21
C  2.8275  -1.0623  -3.0927  -0.14
C  2.3068  0.4145  -3.1253  -0.40
O  1.1192  0.5173  -3.8551  0.04
O  1.7042  -1.9473  -2.8541  0.37
H  3.4058  -1.1890  -2.1775  0.02
H  3.4184  -1.4827  -3.9065  0.70
H  3.0438  1.0739  -3.5836  0.61
H  2.1107  0.7835  -2.1186  -0.32
H  1.2049  1.2999  -4.4045  -0.02
H  2.2393  -2.7278  -2.6927  -0.44
C  0.6546  3.5900  -6.0532  -0.22
C  -0.7578  3.1932  -6.3667  -0.56
O  -1.5386  2.9122  -5.2222  -0.39
O  1.5398  2.5362  -5.7827  -0.50
H  0.5714  4.2028  -5.1556  -0.15
H  1.0599  4.2487  -6.8214  0.60
H  -0.7333  2.3319  -7.0343  0.16
H  -1.1599  4.0700  -6.8742  0.55
H  -2.4007  3.3285  -5.2933  0.24
H  2.4106  2.8423  -6.0464  0.29
C  -3.4345  -1.2238  -4.6913  -0.39
C  -2.7376  -0.0145  -5.4538  -0.36
O  -1.5468  0.3639  -4.8098  0.09
O  -2.4830  -2.2330  -4.4622  -0.64
H  -4.2951  -1.5625  -5.2682  0.63
H  -3.7961  -0.9591  -3.6977  -0.13
H  -3.3711  0.8641  -5.5753  0.43
H  -2.5132  -0.2118  -6.5020  0.37
H  -1.5709  1.3235  -4.7993  -0.17
H  -2.9127  -3.0863  -4.5562  0.23

Total charge = +1
Kohn-Sham gap = 5.462 eV